# 1
116
Properties=species:S:1:pos:R:3:lowdin_charge:R:1 method="wB97M-V/def2-TZVPD" mol_weight_g_mol=1259.12 multiplicity=1 energy_ha=-22608.7286
C 1.995 -6.227 -33.848 -0.3534
O 2.676 -6.809 -34.665 0.0270
N 0.688 -6.485 -33.608 -0.1829
C 0.011 -7.645 -34.163 -0.0425
C -0.123 -5.617 -32.749 -0.0737
H 2.276 -5.334 -33.258 0.1095
H -1.012 -7.381 -34.437 0.0776
H -0.079 -8.394 -33.368 0.0942
H 0.557 -8.069 -34.999 0.0906
H -0.368 -6.040 -31.776 0.0837
H 0.415 -4.682 -32.611 0.0507
H -1.013 -5.415 -33.341 0.0569
C 2.281 -2.587 -31.863 -0.4025
O 2.392 -3.097 -30.747 -0.0269
N 2.572 -1.328 -32.198 -0.1678
C 2.118 -0.712 -33.449 -0.1020
C 3.488 -0.448 -31.474 -0.0471
H 1.898 -3.142 -32.736 0.0775
H 1.177 -1.161 -33.781 0.0484
H 2.840 -0.926 -34.236 -0.0481
H 1.815 0.327 -33.327 0.0661
H 4.145 0.121 -32.129 -0.0762
H 2.935 0.297 -30.904 0.0990
H 4.085 -1.108 -30.850 0.0956
C 3.232 -1.360 -27.294 -0.3434
O 2.540 -0.351 -27.288 -0.0169
N 3.392 -2.205 -26.271 -0.1697
C 4.317 -3.324 -26.262 -0.0509
C 2.517 -2.147 -25.115 -0.0955
H 3.729 -1.685 -28.226 0.1366
H 4.575 -3.645 -25.258 0.0855
H 5.280 -3.188 -26.764 0.0875
H 3.897 -4.159 -26.833 0.0754
H 1.957 -1.215 -25.063 0.0801
H 1.750 -2.915 -25.171 0.0222
H 2.993 -2.241 -24.139 0.0863
C 4.628 2.539 -35.982 -0.3641
O 5.340 3.122 -36.777 0.0041
N 3.389 2.890 -35.578 -0.1542
C 2.540 2.172 -34.688 -0.0864
C 2.841 4.126 -36.095 -0.0510
H 5.048 1.671 -35.447 0.1063
H 2.457 1.078 -34.717 0.0381
H 1.471 2.359 -34.565 0.0330
H 2.917 2.279 -33.657 0.1053
H 2.408 4.739 -35.303 0.0743
H 3.538 4.726 -36.678 0.0828
H 2.052 3.983 -36.845 0.0925
C 6.373 -0.081 -32.083 -0.2288
O 5.253 0.053 -32.540 -0.0123
N 7.376 0.830 -32.207 -0.1850
C 7.198 2.023 -33.022 -0.0167
C 8.580 0.731 -31.397 -0.0456
H 6.754 -0.889 -31.429 0.1524
H 6.254 2.006 -33.551 0.0653
H 8.109 2.085 -33.617 0.0987
H 7.104 2.906 -32.379 0.0978
H 8.553 -0.179 -30.804 0.0854
H 9.455 0.766 -32.049 0.0913
H 8.621 1.589 -30.723 0.0927
C -0.448 3.320 -34.147 -0.3012
O 0.138 2.355 -33.683 -0.0371
N -0.327 4.562 -33.631 -0.1759
C -0.983 5.710 -34.240 -0.0463
C 0.550 4.812 -32.523 -0.0486
H -1.136 3.299 -35.005 0.1503
H -0.316 6.389 -34.768 0.0912
H -1.606 6.174 -33.476 0.0922
H -1.691 5.367 -34.999 0.0848
H 0.726 3.912 -31.937 0.0926
H 1.538 5.168 -32.831 0.0906
H 0.182 5.532 -31.789 0.0920
C -3.001 -5.215 -37.452 -0.1043
C -1.861 -4.281 -37.048 -0.2533
C -1.152 -4.674 -35.784 -0.1895
C -0.164 -3.742 -35.244 -0.1744
N 0.611 -2.994 -34.842 0.2144
H -2.543 -6.101 -37.911 0.0740
H -3.627 -4.767 -38.221 0.0722
H -3.637 -5.684 -36.700 0.0732
H -2.208 -3.242 -37.029 0.1088
H -1.208 -4.198 -37.922 0.1176
H -0.750 -5.691 -35.761 0.1077
H -1.886 -4.744 -34.967 0.1177
Br 3.877 -6.291 -29.619 0.5891
C 2.025 -6.579 -30.204 -0.6565
C 1.081 -6.293 -29.047 -0.6509
Br 1.376 -7.385 -27.401 0.5375
H 2.018 -7.567 -30.653 0.0598
H 1.884 -5.851 -31.000 0.0107
H 0.064 -6.539 -29.344 0.0463
H 1.157 -5.278 -28.678 0.0183
Br -1.776 1.115 -28.966 0.7236
C -0.836 -0.131 -27.721 -0.5880
C -0.545 -1.474 -28.346 -0.6566
Br -0.279 -2.862 -26.980 0.7116
H -1.522 -0.146 -26.879 0.0425
H 0.063 0.353 -27.341 0.0492
H 0.388 -1.499 -28.887 0.0462
H -1.387 -1.749 -28.975 -0.0212
Br -1.854 -2.536 -31.497 0.6422
C -2.215 -0.602 -31.435 -0.7089
C -1.865 -0.023 -32.766 -0.6740
Br -3.040 -0.683 -34.218 0.5688
H -1.697 -0.209 -30.563 -0.1307
H -3.278 -0.496 -31.223 0.0578
H -0.850 -0.220 -33.091 0.0287
H -1.980 1.060 -32.774 0.0449
Br 3.831 -1.190 -36.243 0.7168
C 4.974 -2.350 -35.125 -0.6169
C 4.301 -2.769 -33.839 -0.6943
Br 5.367 -4.168 -32.992 0.6802
H 5.967 -1.917 -35.078 0.0563
H 5.119 -3.293 -35.658 0.0454
H 3.290 -3.143 -33.966 0.0269
H 4.264 -1.927 -33.148 0.0195

***

# 2
116
Properties=species:S:1:pos:R:3:lowdin_charge:R:1 method="wB97M-V/def2-TZVPD" mol_weight_g_mol=823.87 multiplicity=1 charge=+1 energy_ha=-5399.2440
C -3.395 -1.596 3.577 -0.0614
C -2.263 -1.287 2.602 -0.2502
O -2.545 -1.749 1.274 -0.1320
C -2.701 -0.735 0.332 -0.1727
C -1.426 -0.506 -0.537 -0.4165
C -0.423 0.249 0.340 -0.0220
C -1.914 0.243 -1.777 -0.0533
C -0.820 0.458 -2.852 -0.3220
C -1.506 0.298 -4.241 -0.0837
C -1.089 1.271 -5.361 -0.1704
C 0.009 0.747 -6.318 -0.2096
S 1.330 1.933 -6.461 0.5676
O 2.066 2.024 -5.230 -0.2933
O 0.733 3.162 -6.851 -0.2472
O 2.250 1.452 -7.653 -0.1172
C -0.198 1.823 -2.593 -0.1665
N -1.166 2.918 -2.700 -0.0990
C -0.545 4.206 -3.024 -0.0858
N 0.216 -0.601 -2.520 0.0393
C 1.223 -0.793 -3.573 -0.1323
C 2.462 -1.479 -2.975 -0.7500
O 3.007 -2.390 -3.562 0.0302
Br 3.149 -0.907 -1.260 0.8557
C -0.403 -1.779 -2.180 -0.2689
N -0.541 -2.854 -3.022 0.1834
N -0.946 -1.854 -0.935 0.1791
H -2.993 -1.885 4.543 0.0757
H -4.074 -2.362 3.226 0.0561
H -3.954 -0.681 3.772 0.0777
H -2.037 -0.223 2.642 0.1101
H -1.348 -1.790 2.921 0.1138
H -3.021 0.221 0.750 0.1438
H -3.484 -1.034 -0.373 0.1253
H -0.147 -0.414 1.160 0.0906
H -0.838 1.166 0.741 0.1096
H 0.506 0.418 -0.184 0.0259
H -2.727 -0.356 -2.202 0.1273
H -2.366 1.173 -1.442 0.1440
H -2.586 0.334 -4.148 0.1228
H -1.298 -0.711 -4.606 0.1097
H -1.957 1.420 -5.997 0.1261
H -0.800 2.262 -5.027 0.0832
H 0.384 -0.246 -6.084 0.0883
H -0.400 0.676 -7.324 0.1124
H 2.942 0.878 -7.291 0.1080
H 0.608 2.016 -3.317 0.0971
H 0.271 1.898 -1.614 0.1265
H -1.920 2.691 -3.328 0.0963
H -0.709 4.496 -4.065 0.0824
H 0.518 4.187 -2.805 0.0785
H -1.016 4.971 -2.410 0.0786
H 1.542 0.172 -3.966 0.1107
H 0.900 -1.484 -4.345 0.1146
H -1.319 -2.890 -3.660 0.1282
H 0.137 -3.593 -3.112 0.1264
H -0.229 -2.195 -0.287 0.1875
C -5.430 -5.589 0.206 -0.0064
C -4.727 -4.478 -0.534 -0.5526
O -5.336 -3.569 -1.078 0.0216
N -3.371 -4.511 -0.582 0.0076
C -2.468 -5.487 -0.006 -0.0713
H -6.501 -5.420 0.153 0.0766
H -5.207 -6.554 -0.250 0.0868
H -5.129 -5.599 1.255 0.0831
H -2.973 -3.735 -1.088 0.1039
H -1.799 -4.987 0.698 0.0794
H -1.866 -5.938 -0.798 0.0793
H -3.009 -6.269 0.515 0.0754
C 4.030 2.266 0.217 -0.0495
C 3.068 2.048 1.354 -0.5352
O 1.928 1.611 1.171 -0.0259
N 3.491 2.351 2.596 0.0294
C 4.786 2.875 3.009 -0.0699
H 3.554 1.984 -0.716 0.0398
H 4.310 3.305 0.160 0.0512
H 4.919 1.649 0.357 0.0917
H 2.800 2.184 3.311 0.1393
H 5.238 2.184 3.702 0.0488
H 4.638 3.829 3.513 0.0873
H 5.444 3.018 2.157 0.0803
C 4.569 2.688 8.071 -0.0054
C 4.912 1.865 6.854 -0.5286
O 5.092 2.377 5.755 0.0096
N 5.017 0.523 7.013 0.0103
C 4.840 -0.256 8.226 -0.0704
H 4.522 3.734 7.784 0.0839
H 3.599 2.392 8.471 0.0864
H 5.334 2.571 8.838 0.0875
H 5.248 0.034 6.163 0.1405
H 5.760 -0.799 8.445 0.0852
H 4.036 -0.978 8.079 0.0837
H 4.595 0.379 9.070 0.0729
C -6.846 -5.065 5.976 -0.0089
C -6.330 -3.984 5.057 -0.5457
O -5.352 -3.308 5.336 0.0278
N -6.999 -3.780 3.890 0.0097
C -8.172 -4.477 3.391 -0.0689
H -6.213 -5.105 6.857 0.0829
H -7.867 -4.845 6.289 0.0863
H -6.815 -6.036 5.479 0.0843
H -6.607 -3.044 3.324 0.1326
H -7.936 -4.943 2.433 0.0709
H -8.982 -3.762 3.240 0.0862
H -8.500 -5.242 4.085 0.0739
C 6.896 4.789 -3.021 -0.0039
C 5.492 4.602 -2.502 -0.5242
O 5.265 4.124 -1.398 0.0106
N 4.468 4.984 -3.305 0.0152
C 4.532 5.564 -4.636 -0.0644
H 7.596 4.439 -2.270 0.0840
H 7.046 4.211 -3.934 0.0856
H 7.093 5.843 -3.218 0.0877
H 3.560 4.833 -2.896 0.1346
H 4.050 6.542 -4.628 0.0864
H 4.000 4.919 -5.337 0.0783
H 5.558 5.678 -4.967 0.0741